(1)
C6H8O2 | ωB97M-V with the def2-TZVPD basis set

The value obtained for the largest force on an atom is 0.07125 Eh/bohr. The frontier orbital gap is 9.30 eV. As for the electronic energy: -10441.989 eV. Its spin multiplicity is 1. For the energy above the lowest of the compared OMol25 structures with the same formula, charge and spin, the calculation gives 457.12 kJ/mol.

CARTESIAN COORDINATES (ANGSTROEM)
1 C 1.442 -1.859 -1.249
2 C 1.153 -1.204 -0.004
3 C 0.753 0.266 -0.026
4 C -0.727 1.722 0.722
5 C -1.723 0.960 0.110
6 C -0.267 -0.657 0.262
7 H 1.164 -1.293 -2.174
8 H 0.811 -2.772 -1.279
9 H 2.488 -2.329 -1.267
10 H 1.676 -1.565 0.876
11 H 0.728 0.685 -1.045
12 H -0.823 2.621 1.271
13 H -2.723 1.334 -0.196
14 H -0.474 -0.674 1.297
15 O 0.657 1.388 0.800
16 O -1.486 -0.311 -0.348

Atom charges from the Löwdin analysis, given in e for atoms 1 to 4: -0.09, -0.17, -0.28, -0.06

---

(2)
C6H8O2 | ωB97M-V with the def2-TZVPD basis set

The value obtained for the largest force on an atom is 0.02993 Eh/bohr. The frontier orbital gap is 9.72 eV. As for the electronic energy: -10444.903 eV. Its spin multiplicity is 1. For the energy above the lowest of the compared OMol25 structures with the same formula, charge and spin, the calculation gives 175.89 kJ/mol.

CARTESIAN COORDINATES (ANGSTROEM)
1 C 1.173 0.990 1.316
2 C -0.214 -1.693 -1.880
3 C -0.223 0.805 0.746
4 C -0.376 -0.620 -0.844
5 C -0.675 -0.604 0.491
6 O -1.151 1.653 1.423
7 C -0.201 0.826 -0.911
8 O -0.111 1.654 -1.782
9 H -1.415 1.205 2.241
10 H -1.019 -1.377 1.173
11 H 1.252 0.511 2.298
12 H 1.936 0.553 0.663
13 H 1.415 2.050 1.431
14 H 0.798 -2.108 -1.785
15 H -0.879 -2.537 -1.684
16 H -0.311 -1.308 -2.896

Atom charges from the Löwdin analysis, given in e for atoms 1 to 4: -0.02, -0.02, -0.45, -0.18

---

(3)
C6H8O2 | ωB97M-V with the def2-TZVPD basis set

The value obtained for the largest force on an atom is 0.14502 Eh/bohr. The frontier orbital gap is 8.99 eV. As for the electronic energy: -10442.303 eV. Its spin multiplicity is 1. For the energy above the lowest of the compared OMol25 structures with the same formula, charge and spin, the calculation gives 426.78 kJ/mol.

CARTESIAN COORDINATES (ANGSTROEM)
1 C 2.579 -0.970 0.122
2 C 0.983 0.738 -0.116
3 C 0.220 1.897 0.096
4 C -1.147 1.341 -0.139
5 C -1.044 0.016 -0.208
6 C -2.314 -0.985 -0.058
7 H 1.836 -1.325 1.019
8 H 3.607 -0.876 0.233
9 H 2.225 -1.507 -0.682
10 H 0.420 3.087 -0.001
11 H -1.836 2.309 0.099
12 H -2.249 -1.321 0.948
13 H -3.335 -0.617 0.075
14 H -2.467 -1.902 -0.678
15 O 2.355 0.479 -0.301
16 O 0.166 -0.365 -0.409

Atom charges from the Löwdin analysis, given in e for atoms 1 to 4: 0.00, -0.30, 0.00, -0.08

---

(4)
C6H8O3 | ωB97M-V with the def2-TZVPD basis set

The value obtained for the largest force on an atom is 0.17070 Eh/bohr. The frontier orbital gap is 8.09 eV. As for the electronic energy: -12482.461 eV. Its spin multiplicity is 1. For the energy above the lowest of the compared OMol25 structures with the same formula, charge and spin, the calculation gives 1124.30 kJ/mol.

CARTESIAN COORDINATES (ANGSTROEM)
1 C -3.109 0.203 0.276
2 C -0.666 -0.165 -0.101
3 C -0.407 -0.677 1.017
4 C 1.211 -0.678 0.667
5 C 0.690 -0.138 -0.999
6 C 1.714 0.455 -0.155
7 H -2.697 0.071 1.508
8 H -3.268 -1.111 -0.345
9 H -3.959 0.916 -0.154
10 H -0.733 -1.186 2.028
11 H 1.693 -1.097 1.435
12 H 0.418 0.155 -2.060
13 H 2.776 0.202 -0.564
14 H 1.082 2.390 -0.581
15 O -1.851 0.576 -0.670
16 O 1.134 -1.469 -0.601
17 O 1.728 1.600 0.585

Atom charges from the Löwdin analysis, given in e for atoms 1 to 4: -0.05, -0.25, 0.04, -0.18

---

(5)
C6H8O3 | ωB97M-V with the def2-TZVPD basis set

The value obtained for the largest force on an atom is 0.08676 Eh/bohr. The frontier orbital gap is 9.18 eV. As for the electronic energy: -12490.899 eV. Its spin multiplicity is 1. For the energy above the lowest of the compared OMol25 structures with the same formula, charge and spin, the calculation gives 310.09 kJ/mol.

CARTESIAN COORDINATES (ANGSTROEM)
1 C 0.956 -0.625 -1.247
2 C -0.786 0.761 0.564
3 C 0.171 0.398 -1.619
4 C 0.453 -0.939 1.912
5 C -0.534 -0.623 1.051
6 C -0.389 1.207 -2.467
7 O 0.179 1.624 1.055
8 O 0.720 -2.155 2.390
9 O -1.916 1.179 0.334
10 H -0.083 2.519 0.801
11 H 0.040 -2.790 2.116
12 H 1.175 -0.201 2.236
13 H 0.723 -1.655 -1.511
14 H 1.901 -0.449 -0.745
15 H -1.300 -1.338 0.780
16 H -1.263 1.774 -2.158
17 H -0.047 1.313 -3.491

Atom charges from the Löwdin analysis, given in e for atoms 1 to 4: 0.02, -0.56, -0.20, -0.19

---

(6)
C6H8O4 | ωB97M-V with the def2-TZVPD basis set

The value obtained for the largest force on an atom is 0.08742 Eh/bohr. The frontier orbital gap is 8.12 eV. As for the electronic energy: -14537.764 eV. Its spin multiplicity is 1. For the energy above the lowest of the compared OMol25 structures with the same formula, charge and spin, the calculation gives 407.39 kJ/mol.

CARTESIAN COORDINATES (ANGSTROEM)
1 C 1.173 -0.234 3.237
2 C 0.701 0.384 2.200
3 C 0.328 1.063 1.159
4 C 0.734 -0.653 -1.324
5 C -0.757 0.627 0.202
6 C -0.515 -0.807 -0.382
7 O 1.656 -0.886 4.107
8 O 0.376 -0.307 -2.632
9 O -1.049 1.413 -0.899
10 O -1.615 -1.391 -0.884
11 H 0.935 1.900 0.804
12 H 1.231 -1.652 -1.274
13 H 1.391 0.055 -0.744
14 H -1.657 0.590 0.933
15 H -0.118 -1.562 0.505
16 H -0.311 0.338 -2.532
17 H -0.618 2.241 -0.669
18 H -1.884 -1.121 -1.807

Atom charges from the Löwdin analysis, given in e for atoms 1 to 4: -0.17, -0.01, -0.06, -0.20

---

(7)
C6H8O4Sr | ωB97M-V with the def2-TZVPD basis set

The value obtained for the largest force on an atom is 0.07854 Eh/bohr. The frontier orbital gap (alpha / beta) is 5.50 / 5.51 eV. As for the electronic energy: -15372.429 eV. Its spin multiplicity is 1. For the energy above the lowest of the compared OMol25 structures with the same formula, charge and spin, the calculation gives 235.31 kJ/mol.

CARTESIAN COORDINATES (ANGSTROEM)
1 O 2.061 0.332 -0.785
2 C 2.342 -0.031 0.406
3 C 3.484 0.012 1.101
4 H 1.131 -0.574 0.960
5 H 4.287 0.681 0.782
6 H 3.804 -0.873 1.653
7 O -0.997 2.031 -1.775
8 C -1.598 2.334 -0.668
9 C -1.803 1.450 0.349
10 O -1.404 0.178 -0.010
11 C -1.062 -0.922 0.615
12 C -1.075 -2.000 -0.442
13 O -0.588 -1.569 -1.645
14 Sr 0.062 0.305 -2.259
15 H -1.918 3.374 -0.506
16 H -2.464 1.533 1.207
17 H -1.582 -1.103 1.565
18 H -2.144 -2.297 -0.559
19 H -0.537 -2.863 0.012

Atom charges from the Löwdin analysis, given in e for atoms 1 to 4: -0.29, -0.45, -0.07, 0.15

---

(8)
C6H8O6Pt | ωB97M-V with the def2-TZVPD basis set

The value obtained for the largest force on an atom is 0.12200 Eh/bohr. The frontier orbital gap (alpha / beta) is 6.60 / 4.00 eV. As for the electronic energy: -21868.828 eV. The total charge is +1. Its spin multiplicity is 4. For the energy above the lowest of the compared OMol25 structures with the same formula, charge and spin, the calculation gives 0.00 kJ/mol.

CARTESIAN COORDINATES (ANGSTROEM)
1 H -0.961 0.665 0.546
2 O -1.837 -0.568 -2.044
3 C -1.497 -0.367 -0.872
4 C -0.358 0.504 -0.450
5 C 0.925 -0.249 -0.110
6 C 1.718 0.325 1.046
7 O 2.175 1.643 0.712
8 C 2.954 2.244 1.594
9 O 3.349 1.768 2.631
10 O 3.099 3.515 1.236
11 H -2.074 -0.856 -0.056
12 H -0.219 1.355 -1.127
13 H 1.567 -0.318 -0.999
14 H 0.686 -1.283 0.186
15 H 2.593 -0.302 1.256
16 H 1.104 0.386 1.956
17 H 3.616 3.978 1.907
18 O -3.819 -1.811 -1.037
19 C -3.793 -2.408 -2.037
20 O -4.107 -3.426 -2.556
21 Pt -5.119 -4.795 -1.782

Atom charges from the Löwdin analysis, given in e for atoms 1 to 4: 0.16, 0.02, -0.25, -0.13

---

(9)
C6H8O6Tm | ωB97M-V with the def2-TZVPD basis set

The value obtained for the largest force on an atom is 0.10463 Eh/bohr. The frontier orbital gap (alpha / beta) is 4.90 / 6.87 eV. As for the electronic energy: -48145.590 eV. The total charge is +2. Its spin multiplicity is 4. For the energy above the lowest of the compared OMol25 structures with the same formula, charge and spin, the calculation gives 0.00 kJ/mol.

CARTESIAN COORDINATES (ANGSTROEM)
1 O -1.130 -1.711 0.475
2 Tm 0.367 -2.878 -0.977
3 O -0.890 -3.854 0.376
4 C -1.495 -2.948 1.040
5 O -2.248 -3.010 1.980
6 C -1.663 -0.487 1.007
7 C -1.517 0.614 0.005
8 H -2.720 -0.668 1.252
9 H -1.141 -0.255 1.945
10 H -1.859 0.338 -1.000
11 H -2.095 1.496 0.298
12 O 1.739 1.273 -1.956
13 C 2.005 0.139 -1.340
14 C 1.257 2.180 -0.964
15 O 1.593 -0.954 -1.714
16 O 2.333 0.374 -0.095
17 C 2.177 1.790 0.179
18 H -0.284 1.476 -0.325
19 H 1.742 1.917 1.177
20 H 3.160 2.276 0.181
21 H 0.671 2.894 -1.544

Atom charges from the Löwdin analysis, given in e for atoms 1 to 4: -0.17, 2.20, -0.10, -0.68

---

(10)
C6H8OS | ωB97M-V with the def2-TZVPD basis set

The value obtained for the largest force on an atom is 0.12695 Eh/bohr. The frontier orbital gap is 9.50 eV. As for the electronic energy: -19230.971 eV. Its spin multiplicity is 1. For the energy above the lowest of the compared OMol25 structures with the same formula, charge and spin, the calculation gives 317.75 kJ/mol.

CARTESIAN COORDINATES (ANGSTROEM)
1 C -0.267 1.153 -0.484
2 C 0.141 0.766 0.751
3 C 1.549 0.217 0.693
4 C 1.693 -0.732 -0.217
5 C 0.317 -1.307 -0.594
6 C -0.681 -0.173 -0.062
7 H -2.096 1.976 0.003
8 H 0.405 1.408 -1.218
9 H -0.387 1.143 1.582
10 H 2.301 0.757 1.231
11 H 2.624 -0.976 -0.681
12 H 0.040 -2.382 -0.188
13 H 0.295 -1.286 -1.666
14 H -2.276 -1.945 1.101
15 O -1.267 2.160 -0.403
16 S -2.389 -0.779 0.150

Atom charges from the Löwdin analysis, given in e for atoms 1 to 4: -0.34, -0.22, -0.03, -0.08